[1]
C38H39Cl4F6N5O2PS3SbV as an isolated structure in a non-equilibrium geometry. Source: the Open Molecules 2025 dataset; level of theory: ωB97M-V with the def2-TZVPD basis set.

Summary:
Total charge   +1
Lowest unoccupied orbital energy (spin up / spin down)   -5.85 / -5.82 eV
ΔE to the lowest compared entry with this formula, charge and spin   20.1 kcal/mol
HOMO (spin up / spin down)   -11.220 / -11.220 eV
Strongest force on any atom   3.484 eV/Å

Last column: Löwdin charge in e.
Positions of all 100 atoms, in Å:
Sb  -3.1744  -0.0831  1.8632  1.43
V  -0.0721  -0.0098  -0.2136  0.66
Cl  -3.3548  2.4883  3.2709  0.86
Cl  1.1440  4.4662  -0.5155  0.76
Cl  -0.6069  6.5672  1.0160  0.73
Cl  -2.8813  5.5629  2.9179  0.75
S  1.7563  -0.6217  1.4143  0.75
S  1.2740  2.2846  -3.2883  0.33
S  1.3328  -0.8132  -1.7301  0.58
P  2.2026  0.6012  -3.0995  0.23
F  -3.6147  -1.0695  0.2974  -0.35
F  -0.7126  -1.5381  -0.0356  -0.35
F  -4.9969  0.0406  2.2261  -0.34
F  -2.1274  -1.6536  2.0567  -0.35
F  -2.9902  -0.2565  3.7525  -0.40
F  -3.4302  1.3152  0.5692  -0.35
O  -1.3104  0.8009  1.8406  -0.25
O  0.2067  1.5975  0.0087  -0.25
N  -6.1858  0.3937  -3.0272  0.14
N  1.1044  0.6948  3.6729  0.04
N  -1.5713  0.3931  -1.5841  -0.04
N  0.4515  -1.4785  3.5928  0.06
N  -8.4832  0.6817  -2.5083  0.09
C  0.4243  -2.8727  3.1269  -0.20
C  -7.2326  1.1138  -2.6405  -0.18
C  1.5800  0.0588  -5.7369  -0.09
C  -1.8793  4.4463  2.1022  -0.68
C  4.9259  0.7514  -3.4796  -0.07
C  -8.6790  -0.6060  -2.7809  -0.11
C  1.5984  -3.6689  3.6922  -0.19
C  -0.1032  3.9695  0.5423  -0.61
C  1.4493  -0.7698  -6.8437  -0.06
C  3.3417  1.8398  3.3611  -0.20
C  2.4440  -2.5919  -5.6170  -0.06
C  6.2382  0.8896  -3.0514  -0.06
C  -2.0645  3.0850  2.3148  -0.57
C  -6.3791  -0.8937  -3.3013  -0.26
C  1.6738  -3.6728  5.2207  -0.26
C  -2.6801  1.8740  -3.0785  -0.01
C  6.5215  0.9842  -1.6951  -0.06
C  1.8166  1.9169  3.2774  -0.17
C  -1.2567  2.1615  1.6636  -0.33
C  -3.3430  0.8120  -3.6713  0.03
C  -2.2347  -0.6391  -2.1543  -0.07
C  -3.1567  -0.4766  -3.1558  -0.17
C  3.9281  1.6378  4.7626  -0.24
C  -5.2684  -1.7895  -3.6969  -0.01
C  -7.6524  -1.4425  -3.1791  0.00
C  5.4953  0.9517  -0.7584  -0.06
C  -0.3385  2.6166  0.7245  -0.32
C  2.1524  -0.4429  -4.5734  -0.42
C  3.9029  0.7075  -2.5377  -0.39
C  -0.8763  4.8906  1.2384  -0.69
C  0.4494  -4.2963  5.8917  -0.10
C  3.6668  0.2557  5.3772  -0.11
C  4.1805  0.8164  -1.1767  -0.10
C  2.5911  -1.7703  -4.5117  -0.11
C  -1.8393  1.6379  -2.0202  -0.12
C  1.0290  -0.4527  3.0004  -0.66
C  1.8700  -2.0913  -6.7799  -0.06
C  -3.9435  -1.6538  -3.5907  -0.02
H  2.7690  -3.6243  -5.5695  0.11
H  1.0110  -0.3817  -7.7546  0.11
H  -7.8319  -2.4907  -3.3852  0.11
H  1.5383  2.1710  2.2584  0.09
H  3.8057  -0.5348  4.6325  0.07
H  0.5940  -4.3601  6.9709  0.07
H  3.3779  0.7924  -0.4487  0.05
H  -5.6199  -2.7672  -4.0108  0.11
H  0.2810  -5.3106  5.5185  0.08
H  -7.0482  2.1608  -2.4234  0.11
H  2.6551  0.1681  5.7792  0.06
H  -0.0404  -1.3025  4.4585  0.16
H  3.7078  2.7869  2.9531  0.12
H  2.5626  -4.2360  5.5119  0.11
H  4.6996  0.6753  -4.5360  0.12
H  1.8190  -2.6494  5.5849  0.09
H  -3.3580  -2.5513  -3.7730  0.12
H  -0.5219  -3.2977  3.4400  0.12
H  1.7525  -2.7370  -7.6415  0.11
H  -3.8672  0.9472  -4.6064  0.13
H  0.6365  0.7208  4.5652  0.15
H  3.5530  2.4179  5.4325  0.11
H  -2.8113  2.8866  -3.4330  0.13
H  3.6934  1.0420  2.7034  0.08
H  2.5309  -3.2712  3.2801  0.11
H  -0.4629  -3.7197  5.7135  0.07
H  5.7196  1.0297  0.2995  0.11
H  0.4478  -2.8815  2.0478  0.08
H  4.3531  0.0657  6.2030  0.08
H  1.4890  -4.6964  3.3324  0.12
H  -1.3479  2.4625  -1.5340  0.10
H  7.0397  0.9218  -3.7780  0.11
H  1.2437  1.0870  -5.7684  0.07
H  1.4555  2.7091  3.9340  0.14
H  3.0408  -2.1541  -3.6015  0.10
H  -2.0411  -1.6235  -1.7589  0.12
H  5.0074  1.7805  4.6829  0.11
H  7.5488  1.0866  -1.3655  0.11
H  -9.6945  -0.9719  -2.6761  0.11

---

[2]
C38H39CuFN6O4S3 as an isolated structure. Source: the Open Molecules 2025 dataset; level of theory: ωB97M-V with the def2-TZVPD basis set.

Summary:
Lowest unoccupied orbital energy (spin up / spin down)   -1.88 / -1.88 eV
ΔE to the lowest compared entry with this formula, charge and spin   0.0 kcal/mol
HOMO (spin up / spin down)   -6.164 / -6.089 eV
<S²>   0.756
Multiplicity   2
Strongest force on any atom   0.481 eV/Å

Last column: Löwdin charge in e.
Positions of all 92 atoms, in Å:
Cu  0.6153  0.0823  0.0710  0.07
S  0.7801  -2.1253  0.5760  0.68
S  -2.3747  2.1864  -1.3976  0.87
S  -1.1887  0.2617  1.4944  0.68
F  -1.2598  4.8245  3.8512  0.06
O  4.4719  1.1216  -1.0009  0.03
O  0.6669  2.1368  0.1923  -0.08
O  2.4633  0.1676  -0.7223  -0.09
O  -2.3077  2.9059  -2.7158  -0.54
N  -0.6013  -5.6754  5.3994  0.15
N  0.9129  5.7473  5.4346  -0.11
N  3.8629  3.4646  2.3463  0.00
N  1.3559  6.1662  7.8437  0.05
N  -0.2301  -0.0720  -2.0495  0.20
N  -3.1172  -2.6215  6.5389  0.14
C  5.3146  3.5676  4.4237  -0.11
C  -0.3581  5.7740  6.1423  -0.13
C  0.0074  4.5041  3.4887  -0.18
C  2.3688  4.6707  3.8413  0.05
C  -1.0670  -1.2123  2.4168  -0.67
C  -3.4107  4.6297  -0.6333  -0.30
C  0.5855  -0.7403  -4.4076  -0.20
C  1.6103  7.0127  5.5669  -0.13
C  -0.0965  6.3820  7.5311  -0.07
C  -2.1263  5.2053  -0.0517  -0.11
C  3.0074  2.0834  0.5611  -0.01
C  -0.1173  -3.3970  2.8065  -0.07
C  0.6887  -0.2974  -6.7569  -0.07
C  -0.1958  -2.2506  2.0131  -0.68
C  -4.5634  0.8870  -2.5955  -0.29
C  -4.1192  0.6672  -4.0377  -0.11
C  6.1721  3.0867  3.2903  -0.08
C  2.5924  3.8621  2.7198  -0.11
C  1.4953  3.3952  1.9875  -0.03
C  1.6665  2.5046  0.8324  -0.29
C  0.2616  0.0701  -5.4920  -0.02
C  1.4308  -1.4580  -6.9294  -0.08
C  0.2018  3.7142  2.3927  0.09
C  -2.5061  -2.5920  5.5650  -0.19
C  2.2097  7.0595  6.9797  -0.07
C  5.0218  3.9982  3.0122  -0.27
C  3.3514  1.0463  -0.5070  -0.61
C  4.0173  2.6227  1.2807  0.05
C  1.7534  -2.2575  -5.8410  -0.07
C  -1.7313  -2.5092  4.3590  -0.21
C  -1.8225  -1.3680  3.5745  -0.08
C  0.1360  -0.3674  -3.0958  -0.08
C  -3.5638  3.1387  -0.3698  -0.34
C  -0.7244  -4.7268  4.7617  -0.19
C  1.3316  -1.9033  -4.5708  -0.01
C  -0.8650  -3.5385  3.9662  -0.21
C  1.0823  4.9915  4.2411  -0.14
C  -3.4236  0.7238  -1.5954  -0.37
H  1.5810  5.2035  7.5751  0.18
H  -0.6320  3.3077  1.8363  0.11
H  -4.9648  0.7511  -4.7220  0.07
H  -3.4201  4.7846  -1.7137  0.10
H  -0.7287  4.7554  6.2444  0.14
H  -2.7568  -0.0863  -1.8867  0.06
H  -4.5788  2.7993  -0.5761  0.08
H  -4.2788  5.1491  -0.2189  0.11
H  -0.3151  0.9709  -5.3328  0.12
H  -1.1314  6.3659  5.6433  0.13
H  -3.3172  2.8771  0.6626  0.08
H  7.1645  3.4969  3.1761  0.11
H  0.4445  0.3240  -7.6074  0.10
H  -1.2533  4.6713  -0.4319  0.07
H  0.9274  7.8578  5.4106  0.14
H  5.2563  5.0236  2.7440  0.15
H  -3.3669  1.4008  -4.3203  0.05
H  -2.1244  5.1299  1.0370  0.06
H  -2.0101  6.2571  -0.3164  0.07
H  -3.6923  -0.3312  -4.1576  0.07
H  1.5620  6.2906  8.8334  0.18
H  2.1977  8.0561  7.4170  0.13
H  -5.3395  0.1602  -2.3397  0.11
H  -0.2564  7.4584  7.5585  0.13
H  3.2201  6.6557  7.0176  0.13
H  1.5787  -2.5059  -3.7080  0.13
H  5.7171  4.3020  5.1087  0.10
H  2.3375  -3.1568  -5.9804  0.11
H  -3.7638  0.5037  -0.5812  0.08
H  5.0346  2.3619  1.0229  0.14
H  6.0753  2.0496  3.0056  0.11
H  -5.0196  1.8758  -2.4976  0.10
H  2.4020  7.0972  4.8282  0.13
H  -2.4918  -0.5729  3.8767  0.11
H  -0.6976  5.9151  8.3077  0.14
H  0.5555  -4.1919  2.5136  0.11
H  4.6384  2.8454  4.8607  0.11
H  3.2066  4.9891  4.4448  0.10
H  1.7623  -1.7408  -7.9201  0.10

---

[3]
C38H39N3O3PSeTc as an isolated structure. Source: the Open Molecules 2025 dataset; level of theory: ωB97M-V with the def2-TZVPD basis set.

Summary:
Total charge   -1
Lowest unoccupied orbital energy (spin up / spin down)   2.23 / 1.41 eV
ΔE to the lowest compared entry with this formula, charge and spin   13.8 kcal/mol
HOMO (spin up / spin down)   -3.196 / -3.191 eV
<S²>   3.782
Multiplicity   4
Strongest force on any atom   0.834 eV/Å

Last column: Löwdin charge in e.
Positions of all 86 atoms, in Å:
Tc  -0.7580  -0.0088  0.0407  1.40
Se  2.5195  1.7095  -1.8794  0.68
P  -0.9460  -1.1434  2.2502  1.09
O  -0.9703  2.5374  -3.4519  0.09
O  3.2065  -0.1646  1.2928  0.06
O  1.0601  0.4339  0.9352  -0.24
N  2.0093  -1.2592  -0.2823  -0.01
N  0.9054  -1.0825  -1.1524  -0.06
N  -0.7665  1.1840  -1.5124  -0.07
C  -2.3204  -2.3309  -1.1508  -0.15
C  3.8259  1.8454  -3.2676  -0.57
C  6.8581  2.1511  -6.3842  -0.08
C  -1.6803  1.5522  1.1279  -0.26
C  3.1488  -2.6348  3.7544  -0.07
C  3.5639  1.4094  -4.5828  -0.31
C  -2.0703  2.5578  3.4152  -0.04
C  -2.1537  -2.3931  2.9167  -0.25
C  -1.8573  1.2671  5.4382  -0.09
C  -3.5440  -2.2655  2.7191  -0.24
C  2.6007  -1.4747  4.2760  -0.07
C  -4.3935  -3.1804  3.3380  -0.05
C  2.2289  0.8258  -4.9547  -0.11
C  -3.3196  -2.9854  -1.8678  -0.10
C  2.4707  -3.3316  2.7680  -0.04
C  -2.1438  2.4702  4.7930  -0.08
C  -2.5524  -4.3202  4.3460  -0.09
C  -4.4220  -2.2767  -2.3229  -0.11
C  0.6608  -1.7572  2.8679  -0.33
C  -1.4866  0.1697  4.6882  -0.09
C  5.1037  2.3901  -2.9984  -0.32
C  -4.1803  -1.1855  1.8854  -0.03
C  -1.3883  0.2717  3.2987  -0.33
C  5.4524  2.8799  -1.6203  -0.12
C  1.2339  -2.9034  2.2981  -0.30
C  4.5514  1.5101  -5.5666  -0.05
C  -3.5059  -0.2726  -1.3441  -0.15
C  2.1523  -0.2588  0.7127  -0.78
C  -0.8689  1.8725  -2.4886  -0.49
C  -1.6882  -3.4170  3.7445  -0.09
C  -2.3902  -0.9653  -0.8682  -0.33
C  -1.6966  1.4541  2.6388  -0.30
C  5.8063  2.0374  -5.3051  -0.30
C  -3.9152  -4.2064  4.1358  -0.09
C  1.3676  -1.0358  3.8258  -0.07
C  -4.5100  -0.9127  -2.0547  -0.10
C  0.5695  -3.6893  1.1951  -0.06
C  6.0574  2.4738  -4.0096  -0.05
H  -1.4799  -2.9188  -0.7946  0.06
H  -1.9243  1.1929  6.5162  0.10
H  4.7679  3.6716  -1.3078  0.06
H  4.3233  1.1651  -6.5740  0.10
H  0.7117  -1.9610  -1.6150  0.09
H  -2.6879  1.7722  0.7676  0.06
H  4.1216  -2.9764  4.0865  0.10
H  6.5509  1.6184  -7.2868  0.06
H  2.0702  -0.1326  -4.4480  0.06
H  5.3355  2.0816  -0.8846  0.06
H  1.4150  1.4785  -4.6333  0.05
H  -2.4296  3.3394  5.3727  0.10
H  -0.6304  -3.5061  3.9449  0.10
H  7.0343  2.8942  -3.7738  0.10
H  -5.4625  -3.0723  3.1890  0.11
H  -4.6041  -4.9019  4.6002  0.10
H  -3.6544  -0.2327  1.9590  0.06
H  -5.1974  -2.7748  -2.8923  0.09
H  6.4796  3.2574  -1.5928  0.06
H  -2.3039  3.4925  2.9164  0.11
H  -0.1395  -3.0836  0.6306  0.01
H  1.1211  -0.3428  -1.8463  -0.02
H  0.0221  -4.5493  1.5889  0.08
H  -3.5943  0.7933  -1.1575  0.09
H  -5.2125  -1.0271  2.2002  0.08
H  -1.2707  -0.7746  5.1761  0.11
H  -4.1895  -1.4679  0.8345  0.06
H  7.8140  1.7326  -6.0563  0.07
H  -2.1545  -5.1001  4.9835  0.10
H  2.8898  -1.3744  -0.7663  0.13
H  -1.0571  2.4027  0.8372  0.07
H  -5.3622  -0.3438  -2.4082  0.10
H  3.1447  -0.8892  5.0054  0.11
H  -3.2327  -4.0469  -2.0677  0.09
H  2.9204  -4.2143  2.3258  0.11
H  0.9663  -0.1065  4.2069  0.10
H  2.1646  0.6651  -6.0356  0.06
H  7.0405  3.1943  -6.6617  0.07
H  1.3216  -4.0510  0.4927  0.08